No. 1
The following is a quantum chemistry calculation of a structure of composition C5H9N in a non-equilibrium geometry, from the Open Molecules 2025 dataset.

Geometry as XYZ:
```
15
Properties=species:S:1:pos:R:3:forces:R:3
N 0.624000 0.011430 -0.615793 -1.2 -0.2 1.9
C -1.913572 -0.280700 -0.106578 1.0 0.1 0.2
C -0.487683 -0.834183 0.014300 -1.3 0.4 -3.1
C 0.392359 1.359989 -0.069743 0.5 0.7 2.2
C 1.891206 -0.552904 -0.066053 -1.5 -0.9 0.4
C -3.081476 0.010675 -0.204568 -1.3 -0.1 0.9
H 1.848412 -0.635679 1.063559 0.3 0.2 -1.0
H -0.654807 -1.739754 -0.650482 1.0 0.4 1.4
H -0.534788 1.855000 -0.547861 1.9 -0.6 0.5
H 1.450531 1.893256 -0.172968 -2.7 -0.5 0.3
H 2.060403 -1.545047 -0.486361 -0.5 -0.3 0.2
H -4.184445 0.166418 -0.021216 2.1 -0.1 -0.7
H 2.756182 -0.059601 -0.418445 0.7 1.3 -0.1
H 0.043369 1.314748 1.228680 1.3 0.1 -3.5
H -0.209689 -0.963646 1.053527 -0.3 -0.6 0.3
```
Forces are in eV/Å.

Energy relative to the best compared isomer or geometry (same formula, charge and spin) in eV: 4.036
HOMO-LUMO gap in eV: 10.258
E_tot in eV: -6816.95941
Charge: 0
LUMO in Ha: 0.039
Highest occupied orbital energy in eV: -9.205

No. 2
The following is a quantum chemistry calculation of a cluster of 19 separate species, C54H97N11O8S8 in total in a non-equilibrium geometry, from the Open Molecules 2025 dataset.

Geometry as XYZ:
```
178
Properties=species:S:1:pos:R:3:forces:R:3
S 4.799684 0.264104 -1.873590 0.4 -1.3 0.6
S 4.768088 2.938118 2.558543 -0.7 1.3 -1.1
S -5.476789 -0.537990 3.974504 1.0 -0.4 -0.6
S -3.285571 3.326505 -4.112921 1.2 1.0 -0.2
S 3.207014 -3.764898 1.444050 -0.2 -1.4 0.5
S -3.318492 2.780384 5.945410 -1.2 0.3 -0.5
S 1.599909 1.377727 -5.801274 0.7 -1.2 0.3
S 0.099917 5.520787 1.618360 -1.2 -1.9 -0.6
O 0.438004 4.149735 0.991529 -0.1 1.7 0.8
O -6.660486 -0.847829 3.104929 0.7 -0.2 0.5
O 5.748311 -0.086491 -0.703944 -1.6 0.9 -1.6
O 2.658282 1.222112 -4.743874 -0.3 0.4 0.1
O 5.569227 4.045103 1.894277 -0.4 -1.0 0.7
O 2.604179 -4.880778 2.321359 0.7 1.6 -1.8
O -2.908813 1.375682 5.639898 -0.3 0.2 0.1
O -1.764393 3.291015 -4.009786 -1.3 -0.1 0.1
N 2.756035 3.133094 5.561443 1.3 -0.9 -0.7
N 0.502658 -3.329715 -6.518876 -1.4 0.2 -3.2
N -4.162932 3.058672 0.853271 0.2 -1.1 -1.5
N -0.820145 6.121507 -2.030863 2.7 -3.3 -0.4
N -0.399670 1.683416 0.452370 -0.2 -1.6 0.1
N 2.370160 -1.288982 5.088886 -1.7 -1.6 -0.3
N -0.676311 -2.310311 5.805621 1.2 0.2 -0.4
N -4.016170 -8.001076 1.666753 0.3 -0.6 -0.5
N -2.581745 -3.250371 -3.118419 -0.9 0.9 -1.8
N 2.594811 -4.569092 -3.956526 0.0 0.6 0.8
N 1.566697 7.194451 -7.162222 -0.2 -0.5 0.7
C -1.856286 -4.378156 -2.900186 -0.8 -0.2 0.9
C -4.119143 2.269031 -0.000949 -0.5 0.3 1.3
C -5.054907 2.863638 6.571706 -0.5 -0.2 -0.6
C -0.177720 0.512652 1.167650 -0.6 1.0 -0.6
C 3.036916 0.120240 -1.283670 0.2 0.1 0.4
C 3.349280 -3.424443 -3.953739 -1.1 -0.1 -1.7
C 1.078372 -3.975430 -8.596280 0.4 -0.8 -0.7
C -1.570195 -4.323331 -1.559268 1.6 -1.9 0.0
C -4.060465 1.211691 -1.024746 1.1 0.2 -0.4
C 3.046838 -4.173205 -0.397332 -1.1 0.7 0.9
C -0.286653 -3.660293 -8.642707 -0.7 0.8 1.5
C 4.951576 -4.116387 1.424393 1.2 -0.2 -0.2
C -2.676578 -2.475948 -2.011812 0.2 0.2 0.0
C -0.049752 5.225183 -2.142234 -2.4 2.7 0.7
C 2.778157 -1.384350 6.405553 0.6 1.5 -1.5
C -0.179685 -3.565548 5.434890 -2.0 0.9 0.8
C -3.623814 4.064190 -5.789011 -0.5 -0.9 0.8
C 2.436617 -2.378318 -3.881429 1.6 0.7 1.5
C -3.588706 -5.921081 1.134656 2.0 1.6 -2.6
C -3.683881 3.548248 4.304701 0.3 -0.5 0.4
C 1.946232 3.771990 6.392101 -2.6 0.8 0.0
C 5.260906 1.398225 1.812637 0.2 -0.2 0.0
C 1.232259 5.046596 -5.684073 -0.1 0.7 0.3
C 4.496841 -1.103819 4.942940 1.3 0.5 1.3
C 2.320118 0.500384 -7.243978 -0.8 0.8 0.1
C -0.093381 -0.528346 0.263001 0.7 0.2 -0.1
C 4.914715 2.029824 -2.340045 -0.2 -0.4 1.1
C -3.180501 -7.183566 0.959062 1.2 -1.7 0.2
C 1.515706 -3.798891 -7.323870 0.5 -0.1 2.2
C 3.128683 3.094915 1.754347 0.1 -0.8 0.0
C -0.609802 -3.189262 -7.370224 0.4 -0.4 0.8
C 1.146561 -2.866837 -3.516648 1.1 -1.6 -0.5
C -3.885426 4.751313 -3.066026 0.6 1.0 -1.2
C 3.390981 -1.258160 4.172335 -0.6 0.3 1.6
C -0.807177 -1.503303 4.674808 -0.2 -1.2 0.7
C 0.932861 4.133592 -2.239258 0.1 0.0 -0.6
C 0.815807 2.082955 5.396896 -0.7 0.5 -0.8
C -4.679945 -2.058560 4.554073 -0.7 -0.9 0.3
C 0.663026 3.217198 6.204916 1.1 1.0 1.6
C 2.104158 2.093362 4.944408 1.0 -0.4 0.0
C -4.085600 -0.247047 2.850041 -0.7 0.9 -0.3
C -4.767142 -5.950695 1.753934 -4.1 -0.9 3.6
C 0.291955 0.161774 -5.378811 0.0 0.6 -0.1
C -0.569451 -2.359788 3.608950 -0.9 2.3 -1.2
C -1.739210 5.542240 1.406773 0.6 0.1 0.2
C 1.311974 -4.245807 -3.617573 -0.2 -1.2 0.2
C -0.134369 0.054343 -1.034561 -1.2 0.4 0.0
C 1.408411 6.303117 -6.445828 0.0 -0.1 -0.4
C -0.296524 -3.604995 4.074420 1.6 -2.7 0.8
C -0.433720 1.394560 -0.879454 0.8 -0.2 -0.1
C -5.043988 -7.276191 2.221413 0.9 1.6 -1.7
C -1.984314 -3.122874 -1.026941 -0.7 1.4 0.9
C 0.074127 5.257762 3.436237 0.8 0.3 -1.1
C 4.117901 -1.068932 6.370139 0.3 -1.0 -1.4
H 1.119825 5.123208 3.712855 0.0 -0.1 0.1
H 3.923798 2.270592 -2.725015 0.2 0.2 -0.3
H 2.455302 2.261119 1.952942 -0.1 0.1 0.9
H -0.191898 0.639935 2.240036 0.2 -0.6 0.0
H 2.692515 1.383244 4.382294 -0.2 0.0 -0.1
H 5.415504 -3.701251 0.529661 -0.2 0.0 -0.1
H -0.080526 -4.480602 3.480237 0.1 0.1 -0.1
H -5.393686 -5.086998 1.920871 -0.1 -0.1 0.3
H 2.774528 0.718109 -0.410856 0.4 0.3 0.0
H 1.423224 -1.453993 4.778736 -0.1 -0.2 0.2
H -0.467179 4.344135 3.681943 -0.2 0.3 0.1
H -1.802722 -2.702010 -0.049031 -0.2 -0.3 0.0
H 2.692802 4.046068 2.059986 0.1 -0.2 -0.2
H -2.905591 4.834954 -6.068642 -0.3 0.2 0.4
H 2.862420 -0.913430 -0.985060 0.5 -0.2 0.0
H -0.016338 1.462419 5.098780 0.3 -0.2 0.0
H 5.576591 -3.758084 2.242366 -0.7 0.1 0.4
H 5.502685 1.565485 0.763036 0.3 0.1 0.3
H -0.063619 0.426986 -4.383147 0.2 0.2 0.1
H 2.381913 -4.080057 -6.743327 0.5 0.1 -0.7
H -4.367494 -2.736099 3.759455 -0.5 0.2 -0.4
H 3.208851 2.967062 0.674846 0.6 0.8 -0.2
H 2.828023 -1.373026 -3.830581 -0.4 0.3 -0.2
H -4.825519 1.249034 -1.800239 -0.1 0.3 0.4
H 2.253903 0.286017 -2.023617 0.6 0.4 -0.5
H -3.942654 0.189287 -0.665699 -0.5 0.2 0.7
H -3.091635 1.338938 -1.507730 0.1 0.3 -0.3
H 2.895764 1.181076 -7.871191 0.1 0.2 0.4
H 0.248248 -2.358365 -3.199006 0.1 0.0 -0.1
H -0.538188 0.354696 -6.058337 0.0 -0.3 -0.2
H 2.069766 -1.607313 7.189697 0.1 0.3 0.0
H -1.767232 -5.209032 -3.584373 0.0 0.4 -0.2
H 1.827195 4.495835 -2.746266 0.1 0.2 0.3
H 0.741008 -5.138854 -3.410531 -0.8 0.6 0.0
H -2.356169 -7.566096 0.375506 0.0 -0.1 0.3
H -3.877907 -9.000525 1.621187 -0.4 0.2 0.4
H 0.189412 4.884698 -5.411348 -0.2 -0.1 -0.5
H -2.071294 4.605437 1.854237 -0.2 0.2 0.2
H 0.628913 -0.874824 -5.382676 0.2 0.2 -0.2
H -2.053793 5.511253 0.363612 0.6 0.2 -0.1
H -5.810334 2.386274 5.947567 0.5 -0.8 -0.4
H -5.423323 3.884963 6.475472 0.6 0.4 0.6
H -3.208328 0.105046 3.392743 -0.1 -0.1 0.0
H -0.239866 6.213523 3.855777 -0.4 -0.3 0.3
H -5.455523 -2.546627 5.144310 0.3 -0.2 0.2
H 6.108807 1.063045 2.409981 0.2 0.0 -0.4
H 0.519074 -3.188615 -5.518917 0.2 0.0 -0.1
H -0.607827 -2.201892 2.541240 -0.2 0.7 0.1
H 4.520668 0.598364 1.831801 -0.3 0.2 0.3
H -4.681143 4.327885 -5.764399 0.1 0.6 -0.1
H 2.930911 -5.504760 -4.134455 -0.1 0.2 0.2
H -2.142474 6.441479 1.872444 -0.1 -0.2 0.2
H 4.798149 -0.934204 7.198105 -0.1 -0.2 -0.1
H -1.098101 -5.125578 -1.011596 0.2 0.1 0.0
H 5.729668 2.171153 -3.049963 -0.3 -0.2 -0.1
H 0.039867 -1.585860 0.437092 0.1 0.2 0.3
H 5.515406 -1.054799 4.587228 0.0 0.1 0.0
H -3.571280 3.265273 -6.528656 0.3 -0.2 0.2
H -3.036130 -2.959396 -3.972218 0.2 -0.4 0.0
H -3.753529 -1.935283 5.115017 -0.3 0.7 0.3
H -3.880860 -1.121001 2.231682 -0.1 0.0 0.2
H -3.240145 -1.554706 -2.022133 0.2 -0.1 -0.1
H 2.273896 4.628226 6.962979 -0.1 -0.1 -0.1
H 4.384698 -3.505497 -4.249954 0.0 0.5 0.1
H -0.962796 -3.865806 -9.459403 0.0 0.5 0.0
H 1.198171 3.683778 -1.282497 -0.2 0.4 0.1
H -1.072622 -0.465396 4.811523 -0.1 -0.1 -0.3
H 2.723147 -5.213652 -0.425774 0.2 0.0 -0.2
H 2.254613 -3.505205 -0.735339 -0.5 -0.3 0.0
H -0.026754 -4.317265 6.195116 0.1 0.0 -0.2
H 3.703438 3.432358 5.379912 0.0 -0.5 0.0
H 2.961724 -0.286044 -6.846542 -0.4 -0.2 -0.2
H 1.684967 5.099272 -4.693938 0.5 0.1 -0.4
H 5.151736 2.592142 -1.436870 -0.2 0.2 0.0
H 1.644112 4.226146 -6.271727 -0.2 0.0 0.2
H 1.452052 0.230746 -7.845535 0.2 -0.7 0.0
H -5.877519 -7.746837 2.721519 0.2 0.2 0.0
H -4.287601 2.898668 3.670932 0.1 -0.3 0.2
H 1.625353 -4.380317 -9.434893 0.2 0.0 0.2
H -3.153995 -5.053800 0.660049 0.0 -0.1 0.1
H 3.867920 -3.884036 -1.053307 0.4 -0.4 0.5
H -4.871321 5.102723 -3.370369 -0.4 -0.7 0.2
H 5.019323 -5.204085 1.403944 0.0 -0.1 -0.1
H -0.437372 2.596693 0.882010 0.1 0.3 -0.2
H -5.170706 2.439762 7.569206 0.4 0.3 0.0
H 3.181870 -1.392479 3.121322 0.2 0.2 0.1
H -0.229533 3.606149 6.672305 0.0 -0.3 0.1
H -4.187091 4.513779 4.355928 0.3 0.1 0.3
H -0.565900 2.139792 -1.649880 -0.1 0.0 0.2
H -2.677899 3.609861 3.889598 -0.2 0.3 -0.3
H -3.281126 5.613158 -3.349116 0.5 -0.1 -0.1
H -3.761176 4.696524 -1.984515 -0.1 -0.8 -0.2
H -4.506962 0.546523 2.232951 0.5 0.2 -0.3
H -1.498131 -2.750565 -6.940314 -0.2 -0.2 -0.3
H -0.068359 -0.427050 -1.999088 -0.1 -0.2 0.2
H -0.698056 -1.961190 6.753108 0.0 0.0 -0.2
H 0.571364 3.339269 -2.892303 -0.3 0.1 0.0
```
Forces are in eV/Å.

HOMO-LUMO gap in eV: 7.766
E_tot in eV: -177012.17584
Charge: 0
LUMO in Ha: -0.006
Highest occupied orbital energy in eV: -7.939

No. 3
The following is a quantum chemistry calculation of an isolated molecule of C14H10ClFN2O3S3 in a non-equilibrium geometry, from the Open Molecules 2025 dataset.

Geometry as XYZ:
```
34
Properties=species:S:1:pos:R:3:forces:R:3
Cl 1.805576 -3.123596 -4.226496 -0.2 0.4 0.0
S -2.653507 2.421740 2.900159 -0.1 -1.5 0.5
S -0.582446 -1.144254 0.566980 -0.4 -3.7 -0.9
S 1.884480 1.420537 1.448659 -1.3 -0.6 -0.5
F 0.372199 -1.139944 -6.004457 0.1 -0.1 0.3
O 0.535148 -2.023806 0.187010 -1.1 1.9 1.4
O -1.669766 2.414373 0.088460 0.1 -0.6 0.0
O -1.861245 -1.589862 0.031696 0.9 1.2 1.2
N -0.673919 -0.994713 2.297750 -0.6 0.6 -1.8
N 1.891477 0.874140 -1.060674 -1.8 -0.3 1.5
C -0.355097 0.502307 -0.039173 0.2 -0.2 -0.2
C -1.422090 0.104402 2.783630 -0.1 -0.3 1.6
C 0.491138 -1.453409 3.020322 0.7 -0.6 0.9
C -1.760470 1.181242 2.040776 -0.1 0.5 -0.4
C 0.704748 -0.681197 -4.794955 0.3 0.4 1.0
C 1.772233 -0.945479 -2.628828 0.1 -0.4 -0.2
C 1.376683 -1.476452 -3.854945 0.3 -0.2 -0.1
C 1.084571 0.890990 0.063738 2.7 1.5 0.7
C 0.761511 1.164112 -3.178442 -0.1 -0.1 -1.0
C -1.918757 0.240868 4.151701 -0.5 0.4 -0.4
C 1.489490 0.377102 -2.296911 -0.7 -0.7 -1.4
C -2.685599 1.401022 4.323985 1.7 -1.3 -0.8
C -1.337601 1.397207 0.681172 -0.2 2.7 -0.3
C 0.393273 0.622472 -4.444094 -0.3 0.9 0.6
H 1.382710 -1.243640 2.451083 0.3 0.1 -0.1
H -3.182443 1.648598 5.260143 0.1 0.2 -0.4
H -0.164000 1.238319 -5.161665 0.3 -0.3 0.3
H -0.660431 0.504542 -1.091123 -0.1 -0.3 0.2
H 2.294064 -1.588283 -1.911003 -0.3 0.2 -0.3
H -1.721227 -0.517570 4.926945 -0.3 0.6 -0.5
H 0.443834 -2.540599 3.162598 -0.1 0.3 0.1
H 0.592251 -0.940349 3.999914 -0.3 -0.3 -0.7
H 0.516971 2.199634 -2.879860 0.1 -0.7 -0.4
H 2.856241 0.799546 -0.814098 0.6 0.3 0.1
```
Forces are in eV/Å.

Energy relative to the best compared isomer or geometry (same formula, charge and spin) in eV: 0.000
HOMO-LUMO gap in eV: 8.451
E_tot in eV: -71546.98808
Charge: 0
LUMO in Ha: -0.023
Highest occupied orbital energy in eV: -9.077

No. 4
The following is a quantum chemistry calculation of a cluster of 6 separate species, C27H28ClN6O2 in total, from the Open Molecules 2025 dataset.

Geometry as XYZ:
```
64
Properties=species:S:1:pos:R:3:forces:R:3
Cl -4.771274 2.357998 -2.915411 0.1 -0.1 -0.1
O -1.563489 1.911223 -1.352657 0.0 0.1 -0.1
O -0.598395 3.476608 -2.570689 0.2 0.3 0.0
N 3.916784 -4.986145 -0.489859 0.1 0.0 0.1
N 0.419208 -1.498982 0.235051 0.0 0.0 0.1
N -4.029430 4.456552 -8.882002 0.0 0.0 0.0
N 6.251470 -5.683326 4.443741 0.0 -0.1 0.0
N -4.141806 4.730304 1.260047 0.0 0.0 0.1
N -3.589533 3.663366 -3.143180 0.2 0.4 0.0
C 5.207427 -8.255219 4.683859 0.0 0.0 0.0
C -4.566169 3.401436 -6.791758 0.0 0.0 -0.1
C 6.602268 -6.483042 5.448766 0.0 0.0 0.0
C 4.457644 -2.954282 0.663389 0.0 0.0 0.0
C -4.858057 3.765098 -8.097301 0.0 0.0 0.0
C 3.590805 -3.770583 -0.050686 -0.1 -0.1 -0.1
C -4.479355 4.565710 3.624786 0.0 0.0 0.0
C -4.807724 5.880535 1.277033 0.0 0.0 -0.1
C 0.102143 -1.698379 2.605749 0.0 0.0 0.0
C -0.369536 -0.419756 0.248032 0.1 -0.2 0.0
C -2.858050 4.806198 -8.351991 0.0 0.0 0.0
C 4.831802 -7.435798 3.632602 0.0 0.0 0.0
C -2.471256 4.489717 -7.058288 -0.1 0.0 0.0
C 6.080822 -4.690280 0.497584 0.1 0.0 -0.1
C -2.900796 3.853545 -1.871299 -0.6 -0.2 -0.2
C 6.112898 -7.769872 5.614328 0.0 0.0 0.0
C 0.639237 -2.110728 1.397192 0.0 0.0 0.0
C -3.987422 4.092864 2.416196 0.0 0.0 0.0
C -0.955809 0.071191 1.407854 0.0 0.1 0.0
C 5.729053 -3.425576 0.943886 0.0 0.0 0.0
C -3.342322 3.769551 -6.252764 0.1 -0.1 0.0
C -0.717022 -0.578321 2.606140 0.0 0.0 0.0
C 5.379826 -6.163113 3.557611 0.0 0.0 0.1
C -1.661367 3.001269 -1.867472 -0.1 -0.3 0.3
C 5.144926 -5.422538 -0.216289 0.0 0.0 0.0
C -5.168797 5.767770 3.629068 0.0 0.0 0.0
C -5.338600 6.441754 2.430336 0.0 0.0 0.0
H 2.590506 -3.431000 -0.294938 0.0 0.1 0.0
H -1.160643 -0.220234 3.527542 0.0 0.0 0.0
H 4.133743 -1.975216 0.989661 0.0 0.0 0.0
H -3.443566 3.155112 2.366859 0.0 0.0 0.0
H -5.807974 3.490832 -8.546580 0.0 0.0 0.0
H 1.279297 -2.985862 1.355502 0.0 0.0 0.1
H 4.801312 -9.254442 4.777860 0.0 0.0 0.0
H 5.110043 -5.494348 2.752211 -0.1 0.0 0.0
H -0.792363 4.385456 -2.835948 -0.1 -0.2 -0.1
H -3.519212 3.570577 -1.019476 0.1 0.0 0.2
H -2.197113 5.370119 -9.004245 0.0 0.0 0.0
H 5.385969 -6.415452 -0.582497 0.0 0.0 0.0
H -1.503857 4.803348 -6.686869 0.0 0.0 0.0
H -2.654350 4.921493 -1.748181 0.1 0.0 -0.1
H 4.127782 -7.769424 2.882253 0.0 0.0 0.0
H -1.586488 0.947567 1.348372 0.0 0.0 -0.1
H -0.547777 0.075656 -0.694883 0.0 0.1 0.0
H -4.325840 4.003132 4.536008 0.0 0.0 0.0
H -5.279340 2.845534 -6.197549 0.0 0.0 0.0
H 6.430951 -2.824253 1.507439 0.0 0.0 0.0
H 6.434904 -8.373752 6.451955 0.0 0.0 0.0
H -4.923268 6.370326 0.315697 0.0 0.0 0.0
H -3.092216 3.507274 -5.224178 -0.1 0.1 0.0
H -5.872560 7.381520 2.385517 0.0 0.0 0.0
H 7.311459 -6.068125 6.157261 0.0 0.0 0.0
H 0.320460 -2.239478 3.517242 0.0 0.0 0.0
H -5.569341 6.171215 4.550886 0.0 0.0 0.0
H 7.059376 -5.104323 0.701479 0.0 0.0 0.0
```
Forces are in eV/Å.

HOMO-LUMO gap in eV: 4.892
E_tot in eV: -54010.05765
Charge: -1
LUMO in Ha: 0.073
Highest occupied orbital energy in eV: -2.909